## i
ORCA calculation (wB97M-V/def2-TZVPD) on one molecule with the formula C7H18N2.

```
27
Properties=species:S:1:pos:R:3:nbo_charge:R:1
C 1.018 0.284 0.880 0.09
C -1.847 -0.406 -0.796 -0.01
C 0.132 -0.968 0.604 -0.23
C 1.894 0.620 -0.335 -0.61
C 1.945 -0.037 2.070 -0.62
C -1.827 1.083 -1.096 -0.63
C -1.015 -1.203 -2.037 -0.67
N -1.296 -0.737 0.491 -0.65
N 0.177 1.444 1.158 -0.85
H -1.779 -1.548 0.856 0.37
H -2.882 -0.763 -0.801 0.19
H 0.697 2.146 1.667 0.36
H -0.633 1.164 1.699 0.38
H 0.270 -1.670 1.428 0.20
H 0.439 -1.425 -0.395 0.19
H 2.485 1.512 -0.132 0.21
H 2.572 -0.203 -0.557 0.20
H 1.279 0.816 -1.208 0.21
H 2.547 -0.922 1.868 0.20
H 1.358 -0.213 2.973 0.21
H 2.620 0.798 2.258 0.20
H -2.215 1.260 -2.098 0.20
H -2.454 1.616 -0.385 0.21
H -0.823 1.481 -1.013 0.23
H -1.168 -2.271 -1.897 0.20
H 0.022 -0.946 -2.242 0.21
H -1.517 -0.912 -2.957 0.21
```

Computed properties:
**HOMO-LUMO gap**: 9.54 eV
**Lowest unoccupied orbital energy**: 0.97 eV
**SMILES**: CC(C)NCC(C)(C)N
**Total charge**: 0



## ii
ORCA calculation (wB97M-V/def2-TZVPD) on one molecule with the formula C7H18N2.

```
27
Properties=species:S:1:pos:R:3:nbo_charge:R:1
C 0.664 1.481 -0.099 0.17
C 0.298 -0.833 0.325 -0.02
C -1.010 -3.022 1.066 -0.41
C -1.787 -2.024 -0.991 -0.41
C 2.073 1.378 0.486 -0.66
C -0.012 2.724 0.484 -0.63
C 0.720 1.566 -1.620 -0.64
N -0.727 -2.099 -0.013 -0.50
N -0.571 0.247 0.213 -0.62
H -0.961 0.445 1.132 0.35
H 1.111 -0.974 -0.385 0.19
H 0.630 -1.020 1.351 0.17
H -1.105 -4.056 0.701 0.18
H -1.942 -2.781 1.596 0.15
H -0.203 -3.030 1.808 0.19
H -1.538 -1.323 -1.793 0.21
H -1.933 -3.010 -1.460 0.18
H -2.750 -1.739 -0.547 0.16
H -0.095 2.656 1.574 0.20
H -0.275 1.700 -2.050 0.23
H 2.666 0.581 0.031 0.21
H 2.643 2.296 0.285 0.23
H 2.056 1.237 1.571 0.22
H 0.569 3.630 0.265 0.21
H -1.013 2.876 0.070 0.22
H 1.168 0.670 -2.059 0.21
H 1.324 2.425 -1.942 0.21
```

Computed properties:
**HOMO-LUMO gap**: 8.07 eV
**Lowest unoccupied orbital energy**: 0.78 eV
**SMILES**: CN(C)CNC(C)(C)C
**Total charge**: 0



i ends up most stable, edging out the next structure by 43.5 kcal/mol.



## i
ORCA calculation (wB97M-V/def2-TZVPD) on an isolated ion of composition C6H16N2 and charge -1.

```
24
Properties=species:S:1:pos:R:3:nbo_charge:R:1
C -0.505 0.554 -0.811 -0.30
N 0.523 0.281 -1.863 -0.65
C 1.899 -0.096 -1.535 -0.36
C 2.848 1.068 -1.884 -0.64
C -0.280 0.007 0.596 -0.41
N -1.387 -0.756 1.157 -0.46
C -0.979 -1.267 2.453 -0.70
C -2.649 -0.034 1.173 -0.53
H -1.460 0.192 -1.184 0.20
H -0.532 1.641 -0.745 0.17
H 0.124 -0.454 -2.430 0.35
H 2.181 -0.946 -2.111 0.17
H 2.004 -0.421 -0.501 0.17
H 3.882 0.785 -1.682 0.19
H 2.697 1.222 -2.949 0.20
H 2.561 1.942 -1.305 0.20
H 0.158 0.813 1.207 0.16
H 0.541 -0.705 0.567 0.19
H -0.032 -1.795 2.303 0.18
H -1.701 -1.976 2.860 0.18
H -0.815 -0.498 3.224 0.15
H -3.467 -0.650 0.771 0.17
H -3.000 0.258 2.167 0.18
H -2.612 0.836 0.522 0.19
```

Computed properties:
**HOMO-LUMO gap (alpha / beta)**: 2.48 / 9.02 eV
**Lowest unoccupied orbital energy (alpha / beta)**: 3.89 / 4.02 eV
**Multiplicity**: 2
**Total charge**: -1



## ii
ORCA calculation (wB97M-V/def2-TZVPD) on an isolated ion of composition C6H16N2 and charge -1.

```
24
Properties=species:S:1:pos:R:3:nbo_charge:R:1
C 0.265 -2.235 2.710 -0.64
C 0.149 -1.812 1.209 -0.31
N 0.085 -0.320 1.114 -0.66
C 0.166 0.465 -2.759 -0.89
C 0.214 -0.253 -1.434 -0.67
C -0.499 0.324 -0.138 -0.12
C -0.065 1.882 0.136 -0.27
N -0.670 3.018 -0.497 -0.91
H 1.222 -2.011 3.143 0.19
H -0.453 -1.632 3.299 0.20
H 0.050 -3.303 2.992 0.20
H 1.065 -2.352 0.683 0.16
H -0.847 -2.200 0.864 0.19
H 0.952 0.062 1.381 0.35
H -0.875 0.221 -3.245 0.18
H 1.022 0.005 -3.368 0.19
H 0.282 1.511 -2.757 0.18
H -0.382 -1.089 -1.568 0.19
H 1.234 -0.755 -1.287 0.19
H -1.534 0.071 -0.173 0.19
H -0.160 2.144 1.198 0.18
H 1.011 1.806 -0.121 0.16
H -1.300 3.668 0.080 0.36
H -0.934 2.786 -1.462 0.36
```

Computed properties:
**HOMO-LUMO gap (alpha / beta)**: 2.35 / 8.83 eV
**Lowest unoccupied orbital energy (alpha / beta)**: 3.76 / 3.70 eV
**Multiplicity**: 2
**Total charge**: -1



i ends up most stable, edging out the next structure by 15.8 kcal/mol.



## i
ORCA calculation (wB97M-V/def2-TZVPD) on an isolated ion of composition C3H5N2O2S and charge +1.

```
13
Properties=species:S:1:pos:R:3:nbo_charge:R:1
C 0.371 -0.112 0.164 0.62
C -1.993 0.058 -0.012 -0.10
C 1.484 0.463 0.917 -0.73
N 0.466 -0.802 -0.889 -0.72
N -0.963 0.132 0.773 0.06
O 0.473 -0.592 -3.319 -0.71
O -0.967 0.432 1.970 -0.44
S 0.651 -1.528 -2.272 1.67
H -2.964 0.280 0.401 0.25
H -1.883 -0.178 -1.053 0.20
H 1.106 0.871 1.860 0.31
H 1.963 1.257 0.340 0.29
H 2.255 -0.282 1.119 0.29
```

Computed properties:
**HOMO-LUMO gap (alpha / beta)**: 6.69 / 6.69 eV
**Lowest unoccupied orbital energy (alpha / beta)**: -7.14 / -7.14 eV
**Total charge**: +1



## ii
ORCA calculation (wB97M-V/def2-TZVPD) on a 2-piece molecular cluster, C3H5N2O2S overall.

```
13
Properties=species:S:1:pos:R:3:nbo_charge:R:1
C -0.027 -0.389 2.069 -0.09
C 0.376 -0.226 -0.287 -0.25
C -0.966 -0.819 -0.307 -0.56
N 0.693 0.233 1.162 -0.54
N -0.006 -1.198 4.356 0.77
O 0.117 -0.276 4.990 -0.06
O -0.006 -2.303 4.163 -0.06
S -1.220 -1.359 1.409 0.36
H 1.122 -0.955 -0.519 0.22
H 0.327 0.609 -0.974 0.24
H -1.690 0.025 -0.222 0.25
H -1.063 -1.733 -0.995 0.29
H 1.468 0.795 1.250 0.43
```

Computed properties:
**HOMO-LUMO gap (alpha / beta)**: 7.41 / 7.41 eV
**Lowest unoccupied orbital energy (alpha / beta)**: -6.31 / -6.31 eV
**Total charge**: +1



## iii
ORCA calculation (wB97M-V/def2-TZVPD) on an isolated ion of composition C3H5N2O2S and charge +1.

```
13
Properties=species:S:1:pos:R:3:nbo_charge:R:1
C 0.142 0.591 0.560 0.63
C -0.807 -1.971 0.042 0.04
C -0.595 1.646 -0.251 -0.65
N 1.512 0.663 0.652 -0.80
N -0.361 -0.858 0.307 -0.03
O 2.318 -0.804 -1.190 -0.79
O -0.610 -0.222 1.445 -0.27
S 2.690 0.263 -0.276 1.60
H -1.496 -2.389 0.699 0.23
H -0.577 -2.484 -0.893 0.25
H -0.311 1.709 -1.361 0.28
H -0.272 2.449 0.303 0.26
H -1.634 1.409 -0.037 0.25
```

Computed properties:
**HOMO-LUMO gap**: 9.99 eV
**Lowest unoccupied orbital energy**: -5.83 eV
**Total charge**: +1



i ends up most stable, edging out the next structure by 2.4 kcal/mol.



## i
ORCA calculation (wB97M-V/def2-TZVPD) on a 3-piece molecular cluster, C3H12O2S overall.

```
18
Properties=species:S:1:pos:R:3:nbo_charge:R:1
C 0.321 -0.496 -0.756 -0.61
C -0.924 -1.384 -0.875 -0.52
S -1.869 -1.253 -2.411 0.20
C -0.636 -1.984 -3.521 -0.76
H 0.675 -0.624 0.263 0.21
H 1.066 -0.847 -1.467 0.20
H -0.011 0.508 -1.016 0.21
H -0.720 -2.433 -0.680 0.20
H -1.585 -1.136 -0.091 0.21
H -0.596 -3.039 -3.265 0.21
H 0.398 -1.659 -3.586 0.22
H -1.111 -1.968 -4.504 0.23
H 2.998 3.203 3.204 0.47
H 2.933 2.551 4.436 0.45
O 3.457 3.265 4.058 -0.92
H -0.138 2.452 4.103 0.49
H 1.232 2.663 4.901 0.47
O 0.666 2.047 4.434 -0.96
```

Computed properties:
**HOMO-LUMO gap**: 9.08 eV
**Lowest unoccupied orbital energy**: 0.52 eV
**SMILES**: CCSC.O.O
**Total charge**: 0



## ii
ORCA calculation (wB97M-V/def2-TZVPD) on a 3-piece molecular cluster, C3H12O2S overall.

```
18
Properties=species:S:1:pos:R:3:nbo_charge:R:1
C 2.109 -2.307 -0.259 -0.62
C 0.985 -1.381 0.201 -0.40
C -0.198 -1.514 -0.825 -0.52
S -1.568 -0.366 -0.522 -0.06
H 2.947 -2.235 0.443 0.22
H 2.582 -2.214 -1.232 0.21
H 1.683 -3.313 -0.201 0.20
H 0.671 -1.791 1.162 0.19
H 1.173 -0.315 0.313 0.23
H -0.425 -2.581 -0.831 0.21
H 0.251 -1.314 -1.792 0.22
H -1.876 -0.952 0.624 0.12
H -1.563 3.249 -0.230 0.47
H -1.739 2.038 0.621 0.48
O -1.247 2.847 0.565 -0.95
H 1.419 2.991 1.510 0.47
H 0.729 2.174 0.441 0.49
O 1.506 2.178 1.048 -0.96
```

Computed properties:
**HOMO-LUMO gap**: 9.89 eV
**Lowest unoccupied orbital energy**: 0.58 eV
**SMILES**: CCCS.O.O
**Total charge**: 0



ii ends up most stable, edging out the next structure by 8.1 kcal/mol.